[1]
DFT (ωB97M-V/def2-TZVPD) results for C27H19B4FMgO39 as an isolated structure.

Properties
E_tot in eV: -119051.1415
Kohn-Sham gap (spin up / spin down) in eV: 7.78 / 3.45
E_HOMO (spin up / spin down) in eV: -7.44 / -7.44
LUMO energy (spin up / spin down) in eV: 0.34 / -3.99

The geometry in ORCA input format:
```
! wB97M-V def2-TZVPD RIJCOSX def2/J DEFGRID3
* xyz -1 2
Mg 0.45229 1.30010 0.20420
O 2.04236 2.03931 -4.19904
C 2.07281 0.82525 -3.94101
O 2.23324 -0.25902 -4.79788
B 2.04767 -1.53066 -4.06534
O 1.62416 -1.06508 -2.73139
C 1.61257 0.34436 -2.61606
O 1.30523 1.03103 -1.62786
O 3.30270 -2.32617 -4.06903
C 3.05574 -3.57680 -4.45926
O 3.90877 -4.51274 -4.61480
C 1.66952 -3.59909 -5.00031
O 1.08164 -2.47919 -4.74358
O 1.10157 -4.51410 -5.59576
O -1.47990 -1.61781 -2.05846
C -1.01434 -2.28692 -1.17728
O -1.11273 -3.55314 -0.97456
B -0.49608 -4.00074 0.25880
O 0.05676 -2.78981 0.89175
C -0.21024 -1.72410 0.11184
O 0.12096 -0.55929 0.33974
O 0.60167 -5.01538 -0.04462
C 0.40350 -6.08409 0.48843
O 1.04757 -7.11087 0.31565
C -0.99397 -6.02052 1.23023
O -1.41988 -4.76374 1.11140
O -1.50323 -6.86814 1.84952
O -7.23313 0.36756 -3.48350
C -6.25209 0.78139 -2.82567
O -5.03473 1.16882 -3.17769
B -4.30198 1.76646 -2.06797
O -5.19809 1.65393 -0.96510
C -6.31179 1.01381 -1.26941
O -7.32596 0.86708 -0.57509
O -3.90143 3.15932 -2.13735
C -2.66317 3.28396 -1.73617
O -1.95817 4.24548 -1.52926
C -2.16969 1.86938 -1.40416
O -3.12050 1.02137 -1.67245
O -1.06311 1.72775 -0.85328
O 2.59343 0.71892 0.95308
C 3.40938 -0.19362 0.90455
O 3.38390 -1.16057 0.08856
B 4.30174 -2.27010 0.45185
O 5.18943 -1.60284 1.47169
C 4.68957 -0.33081 1.75294
O 5.10642 0.48705 2.55788
O 5.10474 -2.75629 -0.69261
C 4.73405 -3.99310 -0.95485
O 5.09808 -4.74349 -1.84614
C 3.71413 -4.48057 0.06567
O 3.52082 -3.44052 0.89830
O 3.21958 -5.61614 0.13576
C -5.35398 -0.64782 2.28448
C -5.02019 0.32951 3.44173
O -3.84643 1.02225 3.01208
C -3.24779 0.42686 1.99545
O -2.18264 0.78324 1.44910
O -4.06056 -0.59646 1.60647
F -4.72624 -0.38764 4.55917
H -6.01865 -0.25217 1.51651
H -5.61812 -1.65286 2.61348
H -5.72903 1.13140 3.64814
O 1.22227 3.16623 0.21346
C 1.30076 4.43133 0.03282
O 1.71744 5.07408 -1.05294
C 1.94916 4.46969 -2.33504
C 1.66855 5.47858 -3.46204
C 0.98859 5.42590 1.10185
H 1.40313 3.55209 -2.55402
H 3.00696 4.21334 -2.39368
H 0.60854 5.58707 -3.69162
H 2.15967 5.06318 -4.34201
H 2.16136 6.44996 -3.42137
H 1.35532 6.43368 0.90697
H 1.35549 5.03686 2.05166
H -0.09828 5.47176 1.17053
O 0.36969 1.56264 2.24671
C 0.82642 1.55910 3.44770
O 0.60137 0.59949 4.34183
C -0.44598 -0.33972 4.06797
C -0.44462 -1.34677 5.21244
C 1.85324 2.57219 3.98492
H -0.28456 -0.90971 3.15301
H -1.47232 0.01975 3.99379
H 0.32252 -2.09922 5.02963
H -1.34141 -1.90165 5.48807
H -0.21239 -0.72598 6.07777
H 2.68756 2.72410 3.30012
H 2.22804 2.00569 4.83739
H 1.27520 3.44354 4.29269
*
```

Results of the Löwdin charge analysis, in e, for atoms 1 through 8:
1. Mg 0.613
2. O 0.125
3. C -0.274
4. O 0.221
5. B -0.820
6. O 0.209
7. C -0.193
8. O 0.081

[2]
DFT (ωB97M-V/def2-TZVPD) results for one molecule with the formula C2H7NOP2.

Properties
E_tot in eV: -24299.5239
SMILES: O=CCN(P)P
Kohn-Sham gap in eV: 9.64
E_HOMO in eV: -9.24
Energy above the lowest of the compared OMol25 structures with the same formula, charge and spin in eV: 0.471
LUMO energy in eV: 0.40

The geometry in ORCA input format:
```
! wB97M-V def2-TZVPD RIJCOSX def2/J DEFGRID3
* xyz 0 1
C -0.08974 1.26216 -1.15413
C -0.38470 -0.18444 -1.28852
N -0.10555 -0.50080 0.43912
O 1.00823 1.71581 -1.07591
P -1.61936 -0.74582 1.29400
P 1.36635 -0.16322 1.16545
H -1.01494 1.91975 -1.02491
H -1.45166 -0.44309 -1.75924
H 0.48080 -0.68932 -1.77094
H -1.02862 -0.30966 2.52756
H -1.46900 -2.13457 1.77367
H 1.83250 1.04016 0.57649
H 2.47566 -0.76696 0.29737
*
```

Results of the Löwdin charge analysis, in e, for atoms 1 through 8:
1. C -0.405
2. C -0.118
3. N -0.777
4. O -0.029
5. P 0.703
6. P 0.713
7. H 0.131
8. H 0.133

[3]
DFT (ωB97M-V/def2-TZVPD) results for a 5-piece molecular cluster, C27H36Cl2F12NO13S overall.

Properties
E_tot in eV: -125181.9334
Kohn-Sham gap in eV: 6.30
E_HOMO in eV: -4.70
Energy above the lowest of the compared OMol25 structures with the same formula, charge and spin in eV: 1.111
LUMO energy in eV: 1.60

The geometry in ORCA input format:
```
! wB97M-V def2-TZVPD RIJCOSX def2/J DEFGRID3
* xyz -1 1
C -5.10830 -1.28430 4.17514
O -4.74640 -2.33845 3.27943
C -4.86609 -1.87233 1.90932
N -4.02840 -2.74888 1.10626
C -4.50131 -4.09177 1.09797
Cl -6.14197 -4.58747 0.54200
C -3.69291 -5.06138 1.56816
C -2.28902 -4.72064 2.10231
Cl -4.28426 -6.73898 1.59583
C -3.74051 -2.21340 -0.24915
S -2.51839 -0.81039 -0.03259
C -4.98916 -1.72250 -1.06422
C -5.34003 -0.21212 -0.91662
O -4.65203 0.64158 -1.87166
C -4.77999 1.94183 -1.39274
C -3.45004 2.72429 -1.17911
O -5.84473 2.43418 -1.19663
C -2.94787 -3.32003 -1.07440
O -3.54295 -4.07438 -1.85521
O -1.67424 -3.41935 -0.96956
H -5.68009 -1.72997 5.01879
H -4.20767 -0.72240 4.53472
H -5.78095 -0.56096 3.65603
H -4.53098 -0.81426 1.91618
H -5.96150 -1.97688 1.66668
H -2.31687 -4.15584 3.06483
H -1.79815 -4.04011 1.36451
H -1.68975 -5.65193 2.15784
H -1.70351 -1.34580 0.93008
H -4.74105 -1.88066 -2.14382
H -5.91647 -2.29818 -0.87923
H -6.43800 -0.11497 -1.12347
H -5.19856 0.19717 0.10941
H -2.64608 2.17683 -1.71145
H -3.56343 3.70597 -1.69350
H -3.20443 2.85989 -0.11241
C 3.74696 1.32413 1.53310
C 2.46303 0.87576 2.20036
O 1.38773 1.78052 1.89688
C 0.79204 1.60764 0.71280
O 1.08756 0.77407 -0.08935
C -0.35520 2.60703 0.55389
F -0.00724 3.85484 0.92737
F -1.41441 2.26337 1.30589
F -0.78217 2.68834 -0.71296
H 3.98082 2.34809 1.80365
H 4.57943 0.68360 1.82824
H 3.66023 1.29513 0.44595
H 2.58484 0.89198 3.28354
H 2.19996 -0.14500 1.91876
C -1.19007 -6.03969 -3.08020
C 0.13271 -6.09067 -2.35331
O 0.25561 -7.31032 -1.58439
C 0.63136 -8.39167 -2.25439
O 0.87164 -8.43301 -3.42894
C 0.76179 -9.58026 -1.29890
F -0.27674 -9.67557 -0.45364
F 1.87318 -9.48279 -0.54210
F 0.83792 -10.74978 -1.95182
H -2.01499 -6.16835 -2.37980
H -1.30959 -5.08440 -3.58915
H -1.27047 -6.83987 -3.82148
H 0.18621 -5.26689 -1.64144
H 0.97498 -5.98560 -3.04038
C 1.21268 8.81594 1.02646
C 2.54880 8.76270 1.73846
O 2.64044 7.59252 2.56765
C 2.96789 6.45818 1.94283
O 3.18199 6.35834 0.77008
C 3.07449 5.31312 2.95155
F 2.05060 5.29704 3.81873
F 4.20031 5.40549 3.68508
F 3.09525 4.11710 2.35372
H 0.39339 8.75188 1.74455
H 1.11521 9.74412 0.46176
H 1.09774 7.97919 0.33629
H 2.64677 9.62072 2.40328
H 3.38061 8.80047 1.03337
C 5.25692 4.12331 -3.35457
C 6.60166 4.05721 -2.66029
O 6.71226 2.86066 -1.87206
C 7.04192 1.74930 -2.53653
O 7.24459 1.68775 -3.71369
C 7.16665 0.57521 -1.56383
F 6.14843 0.53091 -0.69046
F 8.30007 0.65323 -0.83996
F 7.19234 -0.60416 -2.19198
H 4.44672 4.02843 -2.62953
H 5.14545 5.06915 -3.88642
H 5.14049 3.30933 -4.07123
H 6.70024 4.89325 -1.96809
H 7.42508 4.12557 -3.37305
*
```

Results of the Löwdin charge analysis, in e, for atoms 1 through 8:
1. C -0.117
2. O -0.184
3. C -0.234
4. N -0.106
5. C -0.662
6. Cl 0.617
7. C -0.645
8. C -0.082

[4]
DFT (ωB97M-V/def2-TZVPD) results for a 2-piece molecular cluster, C24H32N6O2S overall.

Properties
E_tot in eV: -49279.2943
SMILES: [H]/N=C(\N)c1cc2cccc(N[C@@H](C)CN)c2s1.CNC(=O)[C@H](Cc1ccccc1)NC(C)=O
Kohn-Sham gap in eV: 7.96
E_HOMO in eV: -7.62
Energy above the lowest of the compared OMol25 structures with the same formula, charge and spin in eV: 0.000
LUMO energy in eV: 0.34

The geometry in ORCA input format:
```
! wB97M-V def2-TZVPD RIJCOSX def2/J DEFGRID3
* xyz 0 1
O 6.88390 -3.44123 -2.15904
O 3.07280 -5.67874 -1.20698
N -8.22983 4.89011 -1.99257
S -5.85741 3.26695 0.87532
C 6.93913 -3.60813 -0.94822
C 4.05464 -4.99902 -1.49005
C -7.79161 4.13414 -1.04736
C -6.50208 4.32100 -0.39109
C -5.63297 5.34676 -0.68376
C -0.24881 -1.92284 -1.71313
C -2.25821 6.04860 0.88060
C 0.52781 -2.54947 -2.70292
C 0.35405 -1.48162 -0.52236
C -3.36361 6.21231 0.04268
C -2.21494 4.97419 1.77775
C 1.90842 -2.73112 -2.50505
C 1.73422 -1.66598 -0.32294
C -4.38376 4.23059 1.01075
C -4.41988 5.30341 0.11745
C -3.26379 4.04149 1.84391
C 2.51705 -2.28981 -1.31402
N -8.62885 3.11982 -0.70607
N 4.81462 -5.27530 -2.55547
N -0.67853 0.15076 3.01789
N -3.20919 2.94403 2.71074
N 5.87105 -3.77224 -0.16447
C 8.28077 -3.63216 -0.25552
C 4.57511 -6.37350 -3.48949
C -1.68104 2.64731 4.60811
C -2.00796 0.78284 2.92180
C -1.94260 2.30815 3.13943
C 4.01210 -2.45577 -1.10885
C 4.45005 -3.82762 -0.56428
H -9.15085 4.69372 -2.36515
H -5.83866 6.10546 -1.43370
H -1.30918 -1.77998 -1.86792
H -1.43633 6.75690 0.83722
H 0.06390 -2.89069 -3.61776
H -0.24473 -0.99820 0.23572
H -3.40699 7.04300 -0.65457
H -1.35527 4.87779 2.42925
H 2.49967 -3.21336 -3.27024
H 2.19413 -1.32075 0.59139
H -9.32336 2.84794 -1.38898
H -8.23664 2.41856 -0.08719
H 5.61181 -4.66834 -2.71846
H -0.74783 -0.86366 2.92658
H -0.03902 0.53466 2.32158
H -4.03657 2.35086 2.69835
H 6.05921 -3.89838 0.81605
H 9.06111 -3.45005 -0.99338
H 8.31245 -2.85285 0.50368
H 8.43421 -4.60768 0.20218
H 4.25990 -7.26490 -2.94296
H 3.78596 -6.09615 -4.18983
H 5.48825 -6.59763 -4.04225
H -1.61871 3.73128 4.74024
H -2.48891 2.26666 5.23969
H -0.73845 2.20245 4.94027
H -2.68564 0.33422 3.65564
H -2.41829 0.58344 1.92630
H -1.11076 2.68266 2.53490
H 4.34865 -1.68269 -0.41677
H 4.51030 -2.27369 -2.06166
H 3.87597 -3.98852 0.34902
*
```

Results of the Löwdin charge analysis, in e, for atoms 1 through 8:
1. O 0.030
2. O 0.049
3. N 0.102
4. S 1.040
5. C -0.541
6. C -0.469
7. C -0.528
8. C -0.435

[5]
DFT (ωB97M-V/def2-TZVPD) results for one molecule with the formula C8H14N2O3.

Properties
E_tot in eV: -17640.1007
Kohn-Sham gap (spin up / spin down) in eV: 7.60 / 7.60
E_HOMO (spin up / spin down) in eV: -7.40 / -7.40
Energy above the lowest of the compared OMol25 structures with the same formula, charge and spin in eV: 6.720
LUMO energy (spin up / spin down) in eV: 0.20 / 0.20

The geometry in ORCA input format:
```
! wB97M-V def2-TZVPD RIJCOSX def2/J DEFGRID3
* xyz 0 1
C 0.75161 0.27958 0.35315
C -1.48585 0.23166 1.42473
C 0.96788 1.74475 0.14443
C 0.80942 1.95439 -1.36388
C -0.50813 1.34869 -1.91228
C -1.64027 1.08833 -0.94790
C -1.48290 -0.05980 -0.00380
C 2.12093 -2.80086 1.22079
N 1.49048 -0.64300 0.60378
N -1.59435 -1.33982 -0.58466
O -1.52628 -0.84791 2.23992
O -1.46572 1.39375 1.82507
O 1.08295 -2.02664 0.67771
H 0.25991 2.16693 0.95307
H 1.90359 1.95623 0.70237
H 0.83637 3.13689 -1.47654
H 1.78804 1.61663 -1.84524
H -0.87875 1.97901 -2.59032
H -0.23295 0.37321 -2.24872
H -1.65087 2.10370 -0.42433
H -2.62391 0.75306 -1.39020
H 2.33822 -3.48320 0.47485
H 1.71546 -3.25413 2.13473
H 3.08138 -2.25146 1.53784
H -1.41496 -1.70017 1.91639
H -1.50079 -2.10646 0.02737
H -1.14052 -1.61337 -1.44833
*
```

Results of the Löwdin charge analysis, in e, for atoms 1 through 8:
1. C -0.123
2. C -0.510
3. C -0.180
4. C -0.169
5. C -0.194
6. C -0.146
7. C -0.227
8. C -0.110

[6]
DFT (ωB97M-V/def2-TZVPD) results for C36H43BCaGeN10 as an isolated structure.

Properties
E_tot in eV: -128567.1387
Kohn-Sham gap (spin up / spin down) in eV: 6.63 / 6.46
E_HOMO (spin up / spin down) in eV: -4.05 / -3.88
Energy above the lowest of the compared OMol25 structures with the same formula, charge and spin in eV: 0.393
LUMO energy (spin up / spin down) in eV: 2.59 / 2.58

The geometry in ORCA input format:
```
! wB97M-V def2-TZVPD RIJCOSX def2/J DEFGRID3
* xyz -1 2
Ca 0.38192 1.00313 -0.38443
C 3.83048 4.14151 -0.26812
C 2.84087 3.39430 -0.91475
N 2.53768 2.30995 -0.21332
N 3.31874 2.32254 0.87814
C 4.10301 3.41058 0.87023
B 3.36853 1.15983 1.89711
N 2.27617 1.27527 2.96782
C 2.41279 1.53620 4.28085
C 1.17788 1.40885 4.87688
C 0.32577 1.07066 3.81522
N 0.99629 0.98644 2.67762
N 3.23056 -0.19091 1.17672
C 4.10278 -1.20983 1.23421
C 3.55774 -2.29547 0.58261
C 2.30966 -1.83036 0.15132
N 2.12290 -0.56958 0.51551
H 4.29615 5.05383 -0.59412
H 2.35452 3.55609 -1.86366
H 4.82032 3.56537 1.65810
H 4.44346 1.20539 2.43983
H 3.38454 1.75643 4.69045
H 0.93037 1.52525 5.91704
H -0.72912 0.84142 3.82901
H 5.04079 -1.08505 1.74721
H 3.98907 -3.26960 0.44191
H 1.53733 -2.34557 -0.39859
N -0.34188 3.05016 1.14298
C -1.17492 4.11325 0.60868
C -0.68057 4.48148 -0.77960
N -0.73317 3.35198 -1.67058
C -1.84151 3.21909 -2.59080
C -2.70552 2.00080 -2.28551
N -1.86741 0.81985 -2.21631
H -0.76715 2.59880 1.94275
H 0.54735 3.41435 1.47358
H -1.19829 5.00326 1.25816
H -2.19778 3.73528 0.52696
H 0.34566 4.85712 -0.71478
H -1.29640 5.30849 -1.16437
H 0.13216 3.04891 -2.09998
H -1.45685 3.13567 -3.61490
H -2.46735 4.11910 -2.56034
H -3.50458 1.93034 -3.04181
H -3.18755 2.13273 -1.31172
H -1.21054 0.76910 -2.98852
H -2.39868 -0.04082 -2.18229
N 1.05515 1.16542 -2.65264
C 1.97136 0.80421 -3.55664
C 1.70783 0.84352 -4.94493
C 2.66633 0.44590 -5.85954
C 3.92697 0.03503 -5.45152
C 4.20386 0.01561 -4.09105
C 3.25462 0.37153 -3.15144
H 0.73581 1.19430 -5.27458
H 2.42709 0.46825 -6.91760
H 4.67548 -0.26020 -6.17644
H 5.18386 -0.30061 -3.74860
H 3.47802 0.32024 -2.09557
C -3.77642 -0.09514 0.62300
Ge -1.83839 -0.68020 0.73780
C -1.78494 -1.50064 2.56527
C -0.66302 -2.24321 2.93690
C -0.49551 -2.71999 4.22594
C -1.44900 -2.44859 5.19924
C -2.56539 -1.70074 4.85988
C -2.72554 -1.23889 3.55887
C -1.85429 -2.32652 -0.46699
C -1.02176 -2.28798 -1.55651
C -0.91643 -3.34245 -2.49206
C -1.66160 -4.47135 -2.33346
C -2.54383 -4.58510 -1.23053
C -3.32421 -5.75194 -1.04265
C -4.17317 -5.86536 0.01914
C -4.27774 -4.80959 0.94540
C -3.53450 -3.67389 0.78546
C -2.64196 -3.51608 -0.30423
H -4.47037 -0.74537 1.16134
H -4.09869 -0.08230 -0.42083
H -3.89656 0.91854 1.01092
H 0.11354 -2.43697 2.20177
H 0.38913 -3.29355 4.47759
H -1.31694 -2.81135 6.21193
H -3.31589 -1.47593 5.60995
H -3.61164 -0.65601 3.32384
H -0.40467 -1.41236 -1.74646
H -0.24027 -3.23975 -3.33239
H -1.59710 -5.29134 -3.04028
H -3.23075 -6.55625 -1.76367
H -4.76140 -6.76517 0.15377
H -4.94656 -4.89996 1.79225
H -3.60671 -2.87338 1.50796
*
```

Results of the Löwdin charge analysis, in e, for atoms 1 through 8:
1. Ca 1.037
2. C -0.068
3. C -0.179
4. N -0.025
5. N -0.034
6. C -0.095
7. B -0.538
8. N -0.041